No. 1
# C2H2FFeO3

A molecular structure, C2H2FFeO3 in a non-equilibrium geometry (ωB97M-V/def2-TZVPD, the Open Molecules 2025 dataset).

The geometry in XYZ format:
```
9
Properties=species:S:1:pos:R:3:mulliken_spin:R:1
H 1.4453 1.1822 -1.5237 -0.021
O 0.5342 0.8457 -1.5478 0.111
Fe -2.6214 0.5445 0.5739 3.840
O -1.4470 1.2143 -0.6503 0.218
C -0.2939 1.5332 -0.8585 0.770
O 0.1504 3.6840 -1.4681 0.059
C 1.1439 4.1337 -2.0294 0.013
F 0.9923 4.8002 -3.1649 0.009
H 2.1646 3.7360 -1.9290 0.000
```

- highest occupied orbital energy (alpha / beta) (eV) = -18.517 / -19.119
- 2S+1 = 6
- charge = +2
- E (Eh) = -1665.81736
- expectation value of S² = 8.758


No. 2
# C2H2FGdO

A molecular structure, C2H2FGdO in a non-equilibrium geometry (ωB97M-V/def2-TZVPD, the Open Molecules 2025 dataset).

The geometry in XYZ format:
```
7
Properties=species:S:1:pos:R:3:mulliken_spin:R:1
F 0.5759 1.6440 -0.3677 -0.039
O 1.1299 -0.5152 0.4072 -0.102
C -0.0377 -0.1740 0.2500 -0.138
C -1.2726 -0.5758 0.0019 0.002
Gd 3.1394 1.0669 -0.0224 8.275
H -2.1176 0.0287 0.3271 0.001
H -1.4173 -1.4746 -0.5961 0.001
```

- highest occupied orbital energy (alpha / beta) (eV) = -12.304 / -12.329
- 2S+1 = 9
- charge = +1
- relative energy (zero: lowest compared OMol25 entry of this formula, charge and spin) (kJ/mol) = 0.0
- E (Eh) = -1017.82402
- expectation value of S² = 20.025


No. 3
# C2H2FI3

A molecular structure, C2H2FI3 in a non-equilibrium geometry (ωB97M-V/def2-TZVPD, the Open Molecules 2025 dataset).

The geometry in XYZ format:
```
8
Properties=species:S:1:pos:R:3:mulliken_spin:R:1
C -0.6387 0.5159 -0.5912 0.093
C 0.6609 -0.2998 0.6225 0.333
F -0.4526 0.0349 -1.8032 0.006
I -2.5318 -0.0547 0.2147 0.032
I 0.5299 -2.4039 0.4877 0.241
I 2.5261 0.5533 0.0045 1.344
H -0.4879 1.5892 -0.5379 -0.018
H 0.3940 0.0651 1.6028 -0.032
```

- highest occupied orbital energy (alpha / beta) (eV) = -5.794 / -9.278
- 2S+1 = 3
- charge = 0
- E (Eh) = -1070.14648
- expectation value of S² = 2.009


No. 4
# C2H2FIO

A single C2H2FIO molecule in a non-equilibrium geometry (ωB97M-V/def2-TZVPD, the Open Molecules 2025 dataset).

The geometry in XYZ format:
```
7
Properties=species:S:1:pos:R:3:lowdin_charge:R:1
C 1.6090 -0.6800 -0.7989 -0.769
C 0.4538 -0.1569 0.2591 -0.133
O 2.7556 -0.8008 -0.6924 0.052
F 0.9396 0.9911 0.9732 -0.088
I 0.6098 -1.6299 -2.4767 0.773
H 0.1629 -0.7538 1.0851 0.108
H -0.3427 0.1111 -0.4348 0.058
```

- highest occupied orbital energy (eV) = -10.087
- 2S+1 = 1
- charge = 0
- relative energy (zero: lowest compared OMol25 entry of this formula, charge and spin) (kJ/mol) = 4.5
- E (Eh) = -550.17190


No. 5
# C2H2FLi2OSn

A molecular structure, C2H2FLi2OSn in a non-equilibrium geometry (ωB97M-V/def2-TZVPD, the Open Molecules 2025 dataset).

The geometry in XYZ format:
```
9
Properties=species:S:1:pos:R:3:lowdin_charge:R:1
C 0.2748 0.9939 1.6973 -0.492
C 1.5782 0.7092 1.5537 -0.070
O -0.5108 1.0745 0.5430 -0.705
H -0.2984 1.1702 2.6206 0.096
F 1.5819 0.5805 -2.8239 -0.766
H 2.0964 0.6584 2.5217 0.017
Li 1.4747 1.3262 -1.2776 0.656
Sn -2.1906 1.4006 0.2530 1.515
Li 0.7352 -0.8650 0.0048 0.748
```

- highest occupied orbital energy (eV) = -12.684
- 2S+1 = 1
- charge = +1
- E (Eh) = -481.54270


No. 6
# C2H2FLiLuO2

A molecular structure, C2H2FLiLuO2 in a non-equilibrium geometry (ωB97M-V/def2-TZVPD, the Open Molecules 2025 dataset).

The geometry in XYZ format:
```
9
Properties=species:S:1:pos:R:3:lowdin_charge:R:1
H -1.4928 0.8054 -0.7109 0.307
O -1.2157 -1.2209 0.4789 0.135
C -1.1453 0.0071 0.1859 -0.388
C 0.1530 0.4519 -0.4717 0.007
O 1.2166 0.0397 0.0804 -0.276
Li 0.2682 -2.1831 0.9292 0.869
Lu 3.3960 0.5441 -0.2275 2.049
F -1.3519 0.8887 1.2899 0.112
H 0.1719 0.6671 -1.5541 0.187
```

- highest occupied orbital energy (alpha / beta) (eV) = -24.360 / -21.754
- 2S+1 = 1
- charge = +3
- E (Eh) = -1569.39090


Which value of charge does entry 2 give? +1


Which of these has the highest 2S+1? C2H2FGdO


What is the formula in the fifth record? C2H2FLi2OSn


Which formula does entry 6 have? C2H2FLiLuO2